(1)
Molecular formula: C8H12
Method: DFT, ωB97M-V/def2-TZVPD

The geometry in ORCA input format:
```
! wB97M-V def2-TZVPD RIJCOSX def2/J DEFGRID3
* xyz 0 1
C 0.24887 0.71545 -1.81542
C -0.99656 -0.08988 -2.20605
C 1.92157 -3.50171 0.09538
C 1.31607 -2.88159 -0.71798
C -0.43735 0.25661 -0.82088
C 0.57598 1.88119 1.45752
C -0.83243 0.00394 0.59356
C -0.86109 1.31338 1.36628
H 1.18983 1.15090 -2.06781
H -1.90990 0.47003 -2.56789
H 2.17964 -4.24980 0.65378
H -0.93751 -1.07785 -2.59492
H 0.87393 -2.19922 -1.26951
H 0.52208 2.80190 1.97651
H 1.16184 1.92486 0.60676
H 1.02711 1.32554 2.28311
H -1.86177 -0.32843 0.74980
H -0.33252 -0.75652 1.16979
H -1.44681 2.08602 0.79989
H -1.40097 1.15519 2.30810
*
```

Output
gap between HOMO and LUMO: 10.37 eV
energy relative to the best compared isomer or geometry (same formula, charge and spin): 115.1 kcal/mol

***

(2)
Molecular formula: C8H12
Method: DFT, ωB97M-V/def2-TZVPD

The geometry in ORCA input format:
```
! wB97M-V def2-TZVPD RIJCOSX def2/J DEFGRID3
* xyz 0 1
C -1.31928 0.08752 -1.74128
C -0.12493 -0.21216 -0.91401
C 1.07307 -0.85243 -1.13487
C 1.87622 -0.83789 0.10397
C 1.28156 -0.09361 1.03903
C -0.12877 0.26637 0.55974
C -1.26415 -0.43530 1.30818
C -0.44253 1.73264 0.63191
H -2.46374 0.42500 -0.67329
H -1.76673 -1.21768 -2.55670
H -0.81418 1.18615 -2.53068
H 1.47074 -1.31072 -2.08904
H 2.84074 -1.37111 0.34139
H 1.51215 -0.37375 2.18808
H -1.42216 -0.08719 2.32125
H -2.24638 -0.15262 0.91006
H -1.23091 -1.52939 1.20344
H -0.83626 2.29273 1.61762
H 0.53508 2.28602 0.36135
H -1.28551 1.92174 -0.20951
*
```

Output
gap between HOMO and LUMO: 8.61 eV
energy relative to the best compared isomer or geometry (same formula, charge and spin): 149.4 kcal/mol

***

(3)
Molecular formula: C8H12
Method: DFT, ωB97M-V/def2-TZVPD

The geometry in ORCA input format:
```
! wB97M-V def2-TZVPD RIJCOSX def2/J DEFGRID3
* xyz 0 1
C -1.08170 -0.37468 2.17221
C 0.30443 -0.02990 1.52331
C 1.18711 -1.14479 1.47317
C 1.03607 0.88192 -0.68619
C 0.54500 -0.22615 0.05265
C 0.00101 -1.41026 -0.77794
C -0.88497 1.24747 -2.22907
C 0.37081 1.48978 -1.76015
H -1.81898 0.39051 1.92524
H -0.89614 -0.41561 3.23690
H -1.36374 -1.35699 1.80265
H 0.59935 0.95338 1.89951
H 2.24154 -1.00007 1.71733
H 1.95220 1.36897 -0.35753
H -0.66133 -2.01448 -0.16632
H 0.84666 -2.02237 -1.07955
H -0.48689 -1.06519 -1.68809
H -1.60360 0.74103 -1.59908
H -1.17943 1.70904 -3.15932
H 0.89259 2.27839 -2.29975
*
```

Output
gap between HOMO and LUMO: 5.91 eV
energy relative to the best compared isomer or geometry (same formula, charge and spin): 130.1 kcal/mol

***

(4)
Molecular formula: C8H12
Method: DFT, ωB97M-V/def2-TZVPD

The geometry in ORCA input format:
```
! wB97M-V def2-TZVPD RIJCOSX def2/J DEFGRID3
* xyz 0 1
C 0.96146 1.60855 1.64889
C -0.26369 1.09558 0.86355
C -1.39339 1.92224 0.86239
C -1.17245 -0.63398 -0.80952
C -0.13800 -0.09083 -0.00876
C 1.20358 -0.82505 0.02153
C 1.46700 -2.10928 0.41204
C -0.97951 -0.95304 -2.30566
H 1.74622 1.63741 0.82641
H 0.95876 2.48679 2.28542
H 1.32990 0.75502 2.28630
H -2.14294 1.60619 -0.00953
H -1.66862 2.83605 1.26609
H -2.16989 -0.80088 -0.41620
H 2.04564 -0.22851 -0.02791
H 0.65954 -2.87890 0.21045
H 2.26625 -2.23729 1.14934
H -0.53865 -0.07771 -2.91443
H -0.28262 -1.71089 -2.49335
H -1.88861 -1.40145 -2.84705
*
```

Output
gap between HOMO and LUMO: 7.62 eV
energy relative to the best compared isomer or geometry (same formula, charge and spin): 90.8 kcal/mol

***

(5)
Molecular formula: C8H12
Method: DFT, ωB97M-V/def2-TZVPD

The geometry in ORCA input format:
```
! wB97M-V def2-TZVPD RIJCOSX def2/J DEFGRID3
* xyz 0 1
C -1.99588 1.33387 -0.12894
C -0.69242 0.85040 -0.71071
C -0.24204 1.12934 -1.93327
C 0.91940 0.55237 1.07060
C 0.15983 -0.05478 0.14853
C -0.02716 -1.51148 0.05712
C -0.05136 -2.19290 -1.08757
C 1.85933 -0.18177 1.96296
H -1.84830 1.82192 0.82711
H -2.43844 2.00934 -0.86354
H -2.68854 0.48717 -0.14014
H 0.68436 0.76616 -2.34606
H -0.85160 1.70516 -2.62716
H 0.91997 1.61926 1.25705
H -0.09067 -2.06890 0.98373
H 0.17358 -1.77135 -2.05796
H -0.13951 -3.27301 -1.06303
H 1.40402 -1.09189 2.36286
H 2.76959 -0.53699 1.46605
H 2.17584 0.40807 2.82235
*
```

Output
gap between HOMO and LUMO: 9.72 eV
energy relative to the best compared isomer or geometry (same formula, charge and spin): 22.1 kcal/mol

***

(6)
Molecular formula: C8H12
Method: DFT, ωB97M-V/def2-TZVPD

The geometry in ORCA input format:
```
! wB97M-V def2-TZVPD RIJCOSX def2/J DEFGRID3
* xyz 0 1
C -2.54489 -0.55424 0.10307
C -1.12400 -0.06870 -0.19083
C -0.95927 1.23758 -0.04047
C 0.42585 1.91100 -0.05550
C 1.74225 0.91087 0.28201
C 1.28813 -0.53688 -0.31640
C 1.30428 -1.95966 -0.03143
C 0.01681 -1.06247 0.17164
H -3.25124 -0.05976 -0.61584
H -2.77297 -0.71580 1.26245
H -2.65027 -1.70367 -0.48980
H -1.72831 1.90954 -0.12329
H 0.38092 2.76906 0.58362
H 0.44550 2.44780 -0.95896
H 2.48560 1.25335 -0.42752
H 2.25767 1.09104 1.25698
H 1.16335 -0.39658 -1.44111
H 1.45983 -2.72966 -0.86800
H 1.55290 -2.25150 1.02029
H -0.23799 -0.87886 1.26868
*
```

Output
gap between HOMO and LUMO: 9.41 eV
energy relative to the best compared isomer or geometry (same formula, charge and spin): 105.5 kcal/mol

***

(7)
Molecular formula: C8H12
Method: DFT, ωB97M-V/def2-TZVPD

The geometry in ORCA input format:
```
! wB97M-V def2-TZVPD RIJCOSX def2/J DEFGRID3
* xyz 1 2
C 0.05347 1.74254 1.82364
C 0.61612 1.37323 0.45728
C 1.12943 2.35016 -0.33690
C -0.56755 -0.74318 0.31066
C 0.57704 -0.00264 0.00261
C 1.22038 -0.33901 -1.34023
C -2.11436 -2.53124 -0.61500
C -0.93467 -1.99307 -0.24818
H 0.34449 0.96163 2.52846
H -1.02654 1.89535 1.79628
H 0.49566 2.67246 2.16535
H 1.94787 2.17415 -1.02005
H 0.97068 3.38546 -0.04904
H -1.17828 -0.28464 1.09021
H 2.29260 -0.49937 -1.18452
H 0.82976 -1.23784 -1.79136
H 1.25523 0.44073 -2.09811
H -2.98475 -1.88389 -0.62013
H -2.11341 -3.39969 -1.26051
H -0.03837 -2.63090 -0.29668
*
```

Output
gap between HOMO and LUMO (alpha / beta): 8.72 / 6.83 eV
energy relative to the best compared isomer or geometry (same formula, charge and spin): 17.0 kcal/mol

***

(8)
Molecular formula: C8H12As3F19MnO6
Method: DFT, ωB97M-V/def2-TZVPD

The geometry in ORCA input format:
```
! wB97M-V def2-TZVPD RIJCOSX def2/J DEFGRID3
* xyz -2 6
Mn -1.07614 -1.31195 2.77787
As 1.16397 -6.32780 2.24869
F 2.89340 -6.21875 2.78806
F 0.92129 -4.50270 2.69817
F -0.54286 -6.30016 1.84071
F 1.32928 -8.06332 1.81478
F 0.78342 -6.77326 3.93833
F 1.54397 -5.75895 0.53907
As -3.41944 3.71547 2.79169
F -4.00657 2.85371 4.26061
F -4.58225 4.98184 3.18700
F -2.88103 4.68002 1.36825
F -2.48019 2.20652 2.49697
F -4.69370 2.96821 1.72243
F -2.17719 4.38758 3.77703
As -6.08441 -3.17773 0.72592
F -6.81724 -2.63844 2.19627
F -4.52689 -2.48128 1.17868
F -5.52828 -3.67094 -0.84901
F -7.86420 -3.63944 0.18698
F -6.45507 -1.52211 0.04392
F -5.83805 -4.84128 1.26261
F -2.66085 -1.48901 5.32690
C 2.59470 4.86705 -0.53320
C 3.49967 3.75631 0.07124
C 4.16390 4.10462 1.34707
O 3.46290 3.41625 2.35845
C 2.72975 2.46567 1.82609
O 2.22177 1.52901 2.45255
O 2.63781 2.69514 0.46217
H 1.65968 4.85455 0.02686
H 2.31344 4.48485 -1.51449
H 2.90292 5.91131 -0.58441
H 4.14793 3.35251 -0.70645
H 4.15236 5.16687 1.59121
H 5.15204 3.64475 1.36137
C 3.13905 -0.88472 -5.05128
C 1.98170 -0.13813 -4.25378
C 0.62158 -0.02455 -4.84507
O -0.25634 -0.52511 -3.85912
C 0.50533 -0.99303 -2.78953
O 0.02506 -1.44364 -1.78354
O 1.76046 -0.82198 -3.10881
H 4.02407 -1.00445 -4.42637
H 3.24090 -0.66278 -6.11358
H 2.82216 -1.91144 -5.23435
H 2.34678 0.87514 -4.08614
H 0.68498 -0.75440 -5.65217
H 0.46442 0.96395 -5.27664
*
```

Output
gap between HOMO and LUMO (alpha / beta): 5.45 / 5.88 eV
energy relative to the best compared isomer or geometry (same formula, charge and spin): 204.8 kcal/mol

***

(9)
Molecular formula: C8H12AuCl2CrN2O3S
Method: DFT, ωB97M-V/def2-TZVPD

The geometry in ORCA input format:
```
! wB97M-V def2-TZVPD RIJCOSX def2/J DEFGRID3
* xyz 4 6
Au -0.85934 -1.91910 -3.77146
Cr -0.95213 0.81050 0.51032
Cl -2.25280 -3.08335 -2.40192
Cl -2.22140 1.98713 -0.80727
C 0.56660 1.85030 0.72055
C 0.40238 -2.08317 -5.28663
C -0.12083 -0.17953 -4.33997
O 1.57397 2.37366 1.02631
O 1.02281 -2.42886 -6.19742
O 0.18088 0.91318 -4.56235
C -2.31998 0.78014 2.73473
N -1.24723 0.32953 3.62779
C -1.39108 0.66376 5.04092
C -0.29318 -0.49955 3.13503
S -0.52440 -1.12808 1.52519
N 0.84816 -0.79737 3.79958
C 1.42341 0.10049 4.81097
C 1.83919 -1.64530 3.12510
H -2.93598 1.46704 3.31884
H -2.94831 -0.06634 2.42187
H -1.89026 1.37851 1.86224
H -1.09069 -0.16186 5.69285
H -0.81655 1.56826 5.28974
H -2.44546 0.88219 5.24327
H 2.46853 -0.19730 4.93877
H 1.40084 1.15846 4.51072
H 0.92734 -0.02675 5.78196
H 1.34945 -2.55994 2.77781
H 2.28660 -1.13026 2.26094
H 2.61408 -1.88241 3.86083
*
```

Output
gap between HOMO and LUMO (alpha / beta): 4.07 / 4.03 eV

***

(10)
Molecular formula: C8H12BCeN5O5
Method: DFT, ωB97M-V/def2-TZVPD

The geometry in ORCA input format:
```
! wB97M-V def2-TZVPD RIJCOSX def2/J DEFGRID3
* xyz 1 2
Ce -0.27246 -0.82140 0.09788
O 1.97265 3.23744 -3.83350
C 0.84059 3.64561 -3.29008
O 0.31000 4.71094 -3.55132
C 0.21617 2.82623 -2.26570
C -0.98806 3.28273 -1.65703
N -1.47484 2.24223 -0.88072
N -0.67901 1.16047 -0.92451
C 0.39931 1.45340 -1.76064
C 1.39195 0.47007 -2.08944
O 2.16514 0.73925 -3.05031
O 1.40941 -0.62689 -1.38227
H 2.18288 2.26775 -3.61180
H -1.56270 4.15716 -1.84357
H -2.23423 2.25482 -0.14964
B -1.54802 -4.90176 -2.40379
C -1.30474 -3.63067 -1.62615
N -1.05285 -2.66741 -0.99820
H -0.59795 -5.11042 -3.14388
H -1.64251 -5.83313 -1.60431
H -2.59687 -4.69829 -3.00653
C -0.84944 -1.21083 4.46358
N 0.43700 -0.56484 4.47113
C 0.97467 -0.18626 3.28715
N 1.97902 0.71455 3.30177
O 0.52445 -0.59451 2.15891
H -1.19288 -1.32219 5.47691
H -0.76555 -2.19437 3.96536
H -1.60499 -0.66490 3.90947
H 0.78600 -0.11645 5.33265
H 2.36377 1.00968 4.18885
H 2.41406 0.97194 2.41974
*
```

Output
gap between HOMO and LUMO (alpha / beta): 7.55 / 7.57 eV
energy relative to the best compared isomer or geometry (same formula, charge and spin): 0.6 kcal/mol

***

> What is the formula in the fourth record?

C8H12

***

> Number 5 is which compound?

C8H12

***

> Which formula does entry 6 have?

C8H12